C34H38F7N3O5SSbSi2W as an isolated structure, computed with wB97M-V/def2-TZVPD.

Summary:
Multiplicity: 2
Energy (eV): -104552.865
Molecular weight (g mol⁻¹): 1095.52
⟨S²⟩: 0.76
E_LUMO (spin up / spin down) (Ha): -0.213 / -0.211
ΔE to the lowest compared entry with this formula, charge and spin (kcal/mol): 0.0
HOMO (spin up / spin down) (Ha): -0.44917 / -0.46269
Charge: +2
Kohn-Sham gap (spin up / spin down) (eV): 6.43 / 6.85

Structure (XYZ):
```
92
Properties=species:S:1:pos:R:3:forces:R:3:lowdin_spin:R:1
W 12.159 11.681 13.380 0.55 0.39 0.44 0.783
C 18.094 9.882 14.315 2.06 -2.34 -1.15 0.000
Si 16.972 9.857 12.862 -0.19 0.17 -0.20 0.000
C 17.157 8.397 11.727 -0.92 -0.17 -0.02 0.000
C 16.806 11.464 11.934 0.99 -0.48 -0.17 0.000
C 17.268 11.495 10.605 0.06 -0.69 0.60 0.000
C 17.387 12.673 9.932 -0.59 1.85 -1.78 0.000
C 16.888 13.890 10.451 0.50 -2.39 0.79 0.000
C 16.430 13.849 11.757 0.71 -0.82 -0.14 0.000
C 16.479 12.674 12.547 -0.44 0.95 -0.59 0.000
Si 15.863 13.055 14.243 -1.51 -0.37 -0.88 0.000
C 15.587 14.840 14.639 1.24 -0.35 0.09 0.000
C 16.760 12.448 15.708 -0.69 -1.35 1.01 0.000
H 19.143 9.578 14.112 -0.58 -0.17 -0.23 0.000
H 17.745 9.195 15.065 -0.20 -0.73 0.17 0.000
H 18.240 10.740 14.838 0.16 2.83 0.92 0.000
H 17.979 7.712 11.901 0.27 0.18 0.17 0.000
H 17.097 8.644 10.666 0.26 0.20 0.10 0.000
H 16.246 7.809 11.862 -0.08 -0.13 0.18 0.000
H 17.576 10.587 10.084 -0.11 0.19 0.30 0.000
H 17.737 12.695 8.877 -0.08 -0.19 0.90 0.000
H 16.916 14.753 9.849 -0.09 1.02 -0.42 0.000
H 16.089 14.713 12.253 -0.34 1.14 0.08 0.000
H 16.590 15.276 14.694 0.29 -0.27 0.72 0.000
H 15.092 14.887 15.590 -0.03 0.12 0.69 0.000
H 15.174 15.593 14.038 -1.35 0.44 -1.36 0.000
H 17.768 12.842 15.582 0.12 0.06 0.54 0.000
H 16.798 11.338 15.831 0.05 1.18 -0.25 0.000
H 16.221 12.824 16.605 0.69 0.16 -0.39 0.000
F 9.547 11.811 18.903 0.37 -0.34 -0.32 0.000
C 10.772 11.315 18.707 1.88 -0.77 -1.14 0.000
C 11.305 11.073 17.406 -0.98 0.79 1.95 0.000
C 12.626 10.618 17.220 0.88 0.09 2.05 0.000
C 13.252 10.352 15.952 -0.57 -0.65 -0.65 0.000
O 12.546 10.502 14.869 0.34 -0.49 0.65 -0.001
C 14.509 9.764 15.942 0.25 0.06 1.17 0.000
C 15.224 9.681 17.155 1.21 -1.15 -2.01 0.000
N 14.784 9.980 18.338 -1.50 1.08 0.14 0.000
C 15.646 9.736 19.510 -0.46 0.14 -0.49 0.000
C 16.452 8.451 19.650 0.75 0.18 -0.44 0.000
C 15.156 8.641 20.316 -1.25 -1.59 0.87 0.000
C 13.412 10.448 18.410 1.01 -0.05 0.43 0.000
C 12.905 10.758 19.689 0.43 -0.60 -0.86 0.000
C 11.581 11.065 19.860 -0.96 1.04 -0.08 0.000
N 11.016 11.224 21.159 -0.22 -0.38 0.05 0.000
C 11.537 10.351 22.206 0.39 -0.75 -0.73 0.000
C 10.569 10.261 23.374 -1.94 -1.08 -0.28 0.000
N 10.197 11.639 23.865 -1.02 -1.69 -0.37 0.000
C 9.658 12.491 22.753 0.10 -0.04 0.15 0.000
C 10.724 12.561 21.644 -0.30 0.71 -0.43 0.000
C 15.246 9.152 14.782 0.58 -0.02 -0.17 0.000
O 15.694 8.033 14.830 -0.47 -0.43 0.58 0.000
O 15.537 9.984 13.835 -0.73 0.47 -0.79 0.001
H 10.683 11.332 16.574 -0.19 -0.06 -0.49 0.000
H 16.255 9.270 17.109 -0.86 0.31 0.06 0.000
H 16.029 10.585 20.000 0.31 1.18 0.17 0.000
H 17.340 8.515 20.312 -0.58 0.06 -0.89 0.000
H 16.515 7.798 18.772 0.05 0.13 0.57 0.000
H 15.025 8.636 21.376 0.39 0.35 0.59 0.000
H 14.330 8.147 19.854 -0.44 -0.47 -0.26 0.000
H 13.589 10.740 20.525 -0.14 -0.21 0.09 0.000
H 12.535 10.684 22.547 -0.19 -0.05 0.20 0.000
H 11.675 9.321 21.768 -0.19 0.99 0.57 0.000
H 10.927 9.661 24.218 0.28 0.33 -0.20 0.000
H 9.560 9.776 23.088 1.65 0.80 0.10 0.000
H 10.993 12.060 24.261 1.46 0.91 0.66 0.000
H 9.527 11.521 24.634 -0.04 0.22 -0.27 0.000
H 9.439 13.422 23.267 -0.04 0.40 -0.57 0.000
H 8.721 12.012 22.427 0.44 0.24 -0.09 0.000
H 11.641 13.094 21.965 -0.15 -0.26 0.41 0.000
H 10.369 13.210 20.825 -0.22 -0.50 0.30 0.000
O 13.877 8.854 10.937 2.58 -1.13 -0.74 -0.002
C 12.989 9.474 11.357 -4.45 1.63 0.98 0.012
O 13.114 10.531 12.198 0.59 -0.68 -0.39 0.092
C 11.486 9.119 11.032 3.14 1.44 0.32 0.005
C 11.413 8.146 10.081 -0.64 -1.91 -0.26 0.002
C 10.195 7.534 9.781 0.74 -0.81 -1.12 -0.003
C 9.092 7.917 10.486 0.82 0.00 0.63 0.001
C 9.220 8.871 11.483 -1.77 1.47 -0.57 -0.001
C 10.365 9.645 11.649 -1.10 -0.94 0.98 0.025
S 10.121 10.996 12.847 0.21 -0.91 -1.02 -0.003
H 12.323 7.665 9.742 0.03 0.48 -0.25 0.000
H 10.133 6.692 9.048 0.14 0.99 0.66 0.000
H 8.189 7.401 10.324 -1.15 -0.34 -0.01 0.000
H 8.278 9.181 11.954 0.50 -0.09 0.16 0.000
F 11.301 12.764 14.717 0.14 0.30 0.10 0.082
Sb 4.306 12.343 15.445 0.49 -0.47 0.27 0.000
F 5.863 12.029 14.415 -0.07 0.17 -0.03 0.000
F 3.832 10.507 15.335 0.04 0.35 0.21 0.000
F 12.539 13.080 12.287 -0.10 0.60 -0.16 -0.001
F 5.321 12.240 17.077 -0.42 -0.05 -0.45 0.000
F 14.311 12.328 14.228 0.19 0.56 0.37 0.008
```
Forces are in eV/Å.